Density functional theory data (ωB97M-V/def2-TZVPD) for a single C3H6N4 molecule in a non-equilibrium geometry.

Atoms and positions in Å:
C (0.75, -0.26, 0.50)
H (2.31, -0.79, 1.83)
N (0.36, 0.53, -0.62)
H (-1.44, 1.11, -2.36)
N (-0.31, -0.80, 1.08)
H (-2.60, 0.17, -1.65)
H (2.82, -0.61, 0.12)
C (2.17, -0.19, 0.96)
N (-1.95, 0.88, -1.45)
H (-2.29, -0.63, 0.65)
H (2.45, 0.82, 1.40)
C (-0.96, 0.31, -0.70)
N (-1.31, -0.53, 0.26)

Results
- LUMO (Eh) = 0.0276
- spin multiplicity = 1
- Kohn-Sham gap (eV) = 9.65
- E_HOMO (eV) = -8.9
- total energy (eV) = -9168.191
- ΔE to the lowest compared entry with this formula, charge and spin (kJ/mol) = 64.2
- SMILES string = Cc1n[nH]c(N)n1